78
Properties=species:S:1:pos:R:3:forces:R:3 method="wB97M-V/def2-TZVPD" relative_energy_kcal_mol=0.0 e_homo_ev=-10.53 charge=+1 gap_ev=7.68 lumo_ev=-2.847 max_force_ha_per_bohr=0.004
Zn 0.1115 0.1330 -0.6536 -0.2 0.1 0.0
C -0.6885 0.1196 -4.9829 0.0 0.0 0.0
C -0.7285 -0.0127 -3.4986 0.0 0.0 0.1
N 0.2487 0.2455 -2.7193 0.1 0.0 -0.1
N 1.4492 0.6761 -3.1968 0.0 0.0 0.0
C 2.1865 1.1028 -2.1816 -0.1 0.0 0.0
O 1.8024 1.1398 -0.9599 0.1 0.0 0.0
C 3.5657 1.5548 -2.4882 0.0 0.0 0.0
C 4.1470 1.2845 -3.7245 0.0 0.0 0.0
C 5.4531 1.6734 -3.9747 0.0 0.0 0.0
C 6.1809 2.3420 -2.9982 0.0 0.0 0.0
C 5.5992 2.6244 -1.7698 0.0 0.0 0.0
C 4.2953 2.2294 -1.5140 0.0 0.0 0.0
C -1.9587 -0.4679 -2.7949 0.0 0.0 0.0
C -3.0858 -0.8883 -3.4827 0.0 0.0 0.0
C -4.1869 -1.3299 -2.7634 0.0 0.0 0.0
C -4.1263 -1.3517 -1.3820 0.0 0.0 0.0
C -2.9622 -0.9118 -0.7701 0.0 0.0 0.0
N -1.9149 -0.4632 -1.4528 0.0 0.0 0.0
H -0.8735 -0.8447 -5.4600 0.0 0.0 0.0
H 0.2849 0.4894 -5.2887 0.0 0.0 0.0
H -1.4585 0.8135 -5.3262 0.0 0.0 0.0
H 3.5678 0.7688 -4.4779 0.0 0.0 0.0
H 5.9042 1.4602 -4.9348 0.0 0.0 0.0
H 7.1997 2.6474 -3.1978 0.0 0.0 0.0
H 6.1598 3.1589 -1.0141 0.0 0.0 0.0
H 3.8249 2.4525 -0.5659 0.0 0.0 0.0
H -3.1028 -0.8737 -4.5626 0.0 0.0 0.0
H -5.0777 -1.6603 -3.2809 0.0 0.0 0.0
H -4.9590 -1.6940 -0.7845 0.0 0.0 0.0
H -2.8669 -0.9072 0.3078 0.0 0.0 0.0
C 2.9324 0.4938 1.9099 0.0 0.0 0.0
O 1.5372 0.4290 1.6236 0.0 0.0 0.0
C 0.6621 0.4015 2.6485 -0.1 0.0 0.0
C 0.9688 0.0934 3.9613 0.1 0.0 0.0
C -0.0498 0.0765 4.9091 -0.1 0.0 0.0
Br 0.3786 -0.3450 6.6988 0.0 0.0 0.0
C -1.3522 0.3642 4.5692 0.1 0.0 0.1
C -1.6660 0.6870 3.2452 0.0 0.0 -0.1
C -0.6570 0.7035 2.2850 0.0 0.0 0.0
O -0.8935 1.0345 0.9813 0.0 -0.1 0.0
C -3.0254 1.0186 2.8216 0.0 0.0 0.0
N -3.3086 1.3529 1.5811 0.0 0.0 0.0
C -4.6769 1.5701 1.5380 0.0 0.0 0.0
C -5.4991 1.9361 0.4750 0.0 0.0 0.0
C -6.8474 2.0712 0.7350 0.0 0.0 0.0
C -7.3728 1.8523 2.0189 0.0 0.0 0.0
C -6.5681 1.4902 3.0806 0.0 0.0 0.0
C -5.2114 1.3528 2.8108 0.0 0.0 0.0
N -4.1331 1.0012 3.6067 0.0 0.0 0.0
H 3.2777 -0.4169 2.4022 0.0 0.0 0.0
H 3.1483 1.3641 2.5317 0.0 0.0 0.0
H 3.4188 0.5883 0.9440 0.0 0.0 0.0
H 1.9869 -0.1167 4.2558 0.0 0.0 0.0
H -2.1143 0.3489 5.3356 0.0 0.0 0.0
H -1.8916 1.2669 0.9131 0.0 0.0 0.0
H -5.0882 2.1123 -0.5101 0.0 0.0 0.0
H -7.5186 2.3583 -0.0630 0.0 0.0 0.0
H -8.4355 1.9729 2.1793 0.0 0.0 0.0
H -6.9768 1.3247 4.0683 0.0 0.0 0.0
H -4.1656 0.7768 4.5855 0.0 0.0 0.0
C 0.4624 -3.4469 1.7961 0.0 0.0 0.0
C 0.9084 -2.4863 0.7384 0.1 -0.1 0.0
O 0.0748 -1.7131 0.2641 0.0 0.0 0.0
C 2.3208 -2.4671 0.3137 -0.1 0.0 0.1
C 2.6752 -1.8924 -0.9062 0.0 0.0 -0.1
C 4.0067 -1.7932 -1.2671 0.0 0.0 0.0
C 4.9924 -2.2695 -0.4103 0.0 0.0 0.0
C 4.6477 -2.8691 0.7937 0.0 0.0 0.0
C 3.3138 -2.9786 1.1504 0.0 0.0 0.0
H -0.6213 -3.5266 1.7760 0.0 0.0 0.0
H 0.7568 -3.0422 2.7693 0.0 0.0 0.0
H 0.9249 -4.4252 1.6853 0.0 0.0 0.0
H 1.9114 -1.5482 -1.5931 0.0 0.0 0.0
H 4.2780 -1.3411 -2.2120 0.0 0.0 0.0
H 6.0341 -2.1830 -0.6900 0.0 0.0 0.0
H 5.4170 -3.2521 1.4502 0.0 0.0 0.0
H 3.0475 -3.4389 2.0927 0.0 0.0 0.0